ORCA calculation (the ωB97M-V functional and the def2-TZVPD basis) on a molecular structure, C4H10O2.

XYZ file:
```
16
Properties=species:S:1:pos:R:3:nbo_charge:R:1
C -2.128 -0.633 -0.074 -0.604
C -0.944 0.304 0.149 -0.415
C 0.361 -0.293 -0.342 0.041
O 0.297 -0.497 -1.733 -0.705
C 1.573 0.628 -0.182 0.128
O 2.704 0.185 -0.714 -0.802
H -3.061 -0.178 0.273 0.211
H -2.231 -0.870 -1.136 0.224
H -1.992 -1.575 0.470 0.203
H -1.110 1.253 -0.378 0.209
H -0.841 0.539 1.218 0.201
H 0.574 -1.238 0.187 0.160
H 1.215 -0.681 -2.002 0.494
H 1.733 0.605 1.230 0.040
H 1.338 1.707 -0.251 0.178
H 2.472 0.334 0.688 0.437
```

Energy relative to the best compared isomer or geometry (same formula, charge and spin) (kcal/mol): 104.56
HOMO-LUMO gap (eV): 10.1
Max |F| (eV Å⁻¹): 0.27

=====

ORCA calculation (the ωB97M-V functional and the def2-TZVPD basis) on C4H10O2 in the gas phase in a non-equilibrium geometry.

XYZ file:
```
16
Properties=species:S:1:pos:R:3:nbo_charge:R:1
O -2.717 -0.870 -0.143 -0.717
C -1.696 0.001 -0.581 -0.046
C -0.310 -0.542 -0.327 -0.438
C 0.785 0.467 -0.644 -0.426
C 1.533 1.002 0.559 -0.060
O 2.338 -0.006 1.174 -0.727
H -2.346 -1.750 -0.011 0.465
H -1.806 0.948 -0.045 0.164
H -1.802 0.200 -1.650 0.156
H -0.233 -0.863 0.711 0.211
H -0.171 -1.463 -0.902 0.200
H 1.519 0.101 -1.376 0.207
H 0.369 1.339 -1.182 0.205
H 2.135 1.877 0.287 0.166
H 0.842 1.340 1.341 0.174
H 3.206 -0.013 0.735 0.466
```

Structure (SMILES): OCCCCO
Energy relative to the best compared isomer or geometry (same formula, charge and spin) (kcal/mol): 23.39
HOMO-LUMO gap (eV): 11.2
Max |F| (eV Å⁻¹): 1.16

=====

ORCA calculation (the ωB97M-V functional and the def2-TZVPD basis) on 2 unconnected molecules or ions with the total composition C4H10O2.

XYZ file:
```
16
Properties=species:S:1:pos:R:3:nbo_charge:R:1
C -1.281 1.587 0.505 -0.124
C -1.597 1.080 1.831 -0.112
O -0.251 1.073 1.375 -0.514
H -1.615 1.002 -0.355 0.208
H -1.181 2.650 0.340 0.187
H -2.071 0.104 1.883 0.195
H -1.821 1.786 2.615 0.187
C 1.979 -1.272 -0.952 -0.633
C 0.536 -0.920 -1.267 -0.059
O -0.321 -1.088 -0.160 -0.750
H 2.361 -0.594 -0.184 0.201
H 2.617 -1.189 -1.841 0.207
H 2.027 -2.293 -0.571 0.210
H 0.168 -1.584 -2.051 0.170
H 0.503 0.108 -1.660 0.143
H -0.046 -0.448 0.523 0.482
```

Structure (SMILES): C1CO1.CCO
Energy relative to the best compared isomer or geometry (same formula, charge and spin) (kcal/mol): 50.26
HOMO-LUMO gap (eV): 11.0
Max |F| (eV Å⁻¹): 0.65

=====

E_HOMO
In order: -9.63; -10.28; -9.89
Unit: eV